(1)
Entry from OMol25: C12H19NO10Zn as an isolated structure in a non-equilibrium geometry (ωB97M-V/def2-TZVPD).

Output
Net charge ... -4
E ... -3054.12532 hartree
E_LUMO ... 0.2490 Ha
E_HOMO ... 0.2010 Ha
HOMO-LUMO gap ... 1.31 eV

Last column: Löwdin charge in e.
Positions of all 43 atoms, in Å:
Zn -1.151 0.000 -5.247  0.553
C 0.173 3.637 -6.539  -1.064
O 0.522 2.980 -5.496  -0.094
O 1.189 3.810 -7.201  -0.063
O -0.692 2.943 -7.008  -0.047
C -4.411 -1.879 -4.379  -1.060
O -4.545 -2.925 -5.004  -0.046
O -3.470 -1.594 -3.650  -0.108
O -4.272 -1.085 -5.331  -0.074
C 1.407 -1.898 -7.610  -1.034
O 1.975 -0.972 -8.254  -0.027
O 0.201 -2.037 -7.627  -0.055
O 1.678 -1.496 -6.484  -0.011
C -1.647 0.909 2.451  -0.076
C -0.077 1.270 2.542  -0.453
C 0.369 1.351 3.999  -0.236
C 0.465 -0.016 4.673  -0.365
C 1.400 -0.900 4.008  -0.227
C 1.079 -1.042 2.423  -0.448
N 0.865 0.309 1.801  -0.100
O 0.574 0.108 0.465  -0.009
C 2.268 -1.627 1.712  -0.097
C -0.082 -2.087 2.304  -0.102
C 0.183 2.653 1.961  -0.082
H -2.290 1.780 2.581  0.055
H -1.875 0.717 1.402  0.066
H -2.019 0.027 2.972  0.035
H 1.329 1.860 4.082  0.095
H -0.346 1.908 4.606  0.077
H 0.779 0.212 5.691  0.047
H -0.533 -0.455 4.673  0.080
H 1.175 -1.904 4.366  0.070
H 2.450 -0.798 4.284  0.084
H 3.143 -0.979 1.671  0.074
H 2.092 -1.706 0.639  0.082
H 2.747 -2.544 2.056  0.067
H -0.394 -2.285 1.279  0.075
H -0.992 -1.871 2.864  0.044
H 0.251 -3.098 2.539  0.060
H 1.229 2.897 1.775  0.080
H -0.295 2.673 0.981  0.082
H -0.171 3.480 2.576  0.064
H -0.283 -0.326 0.454  0.082

=====

(2)
Entry from OMol25: C37H58F6N5O7S2Tc as an isolated structure (ωB97M-V/def2-TZVPD).

Output
Net charge ... +1
E ... -3721.42083 hartree
E_LUMO (alpha / beta) ... -0.1024 / -0.1466 Ha
2S+1 ... 4
Energy above the lowest of the compared OMol25 structures with the same formula, charge and spin ... 0.0 kcal/mol
E_HOMO (alpha / beta) ... -0.3999 / -0.4029 Ha
HOMO-LUMO gap (alpha / beta) ... 8.10 / 6.97 eV

Last column: Mulliken spin population.
Positions of all 116 atoms, in Å:
Tc -0.832 1.330 0.617  2.518
C -2.773 2.885 2.493  -0.010
N -1.360 2.989 2.026  -0.085
C -1.191 4.318 1.378  0.027
C -0.470 2.885 3.227  0.021
C 0.196 1.521 3.329  -0.011
N 0.765 1.128 2.008  -0.013
C 1.864 2.107 1.666  0.004
C 2.457 1.874 0.319  0.003
C 3.802 1.564 0.165  -0.004
C 4.336 1.394 -1.100  0.004
C 3.472 1.560 -2.184  -0.005
C 2.122 1.876 -2.082  -0.020
C 1.619 2.020 -0.778  0.084
O 0.312 2.339 -0.514  0.160
C 1.258 2.062 -3.329  0.014
C 0.689 3.488 -3.333  -0.001
C 2.055 1.878 -4.622  -0.001
C 0.128 1.026 -3.329  0.016
C 5.800 1.040 -1.349  0.002
C 6.450 2.137 -2.204  0.001
C 5.875 -0.300 -2.094  0.001
C 6.587 0.914 -0.045  0.000
C 1.421 -0.228 2.070  0.026
C 0.672 -1.448 1.609  0.001
C 0.927 -2.635 2.289  -0.009
C 0.406 -3.841 1.842  0.006
C -0.414 -3.797 0.717  -0.003
C -0.737 -2.637 0.017  -0.017
C -0.124 -1.450 0.462  0.058
O -0.255 -0.277 -0.216  0.223
C -1.678 -2.759 -1.193  0.010
C -2.481 -1.490 -1.505  -0.028
C -2.714 -3.866 -0.942  -0.001
C -0.830 -3.127 -2.418  0.001
C 0.682 -5.176 2.530  0.000
C 1.345 -6.129 1.525  0.001
C 1.608 -5.020 3.735  0.000
C -0.642 -5.785 3.013  0.001
H -3.002 3.755 3.113  0.004
H -2.897 1.983 3.084  0.000
H -3.450 2.867 1.647  0.007
H -1.357 5.108 2.115  0.005
H -1.923 4.416 0.581  0.001
H -0.191 4.403 0.958  -0.007
H -1.056 3.069 4.128  0.002
H 0.275 3.675 3.176  -0.001
H -0.509 0.750 3.631  -0.001
H 1.004 1.559 4.065  -0.001
H 2.623 2.022 2.448  -0.002
H 1.441 3.107 1.706  -0.001
H 4.418 1.466 1.050  0.000
H 3.884 1.434 -3.174  0.000
H 1.500 4.219 -3.363  0.000
H 0.085 3.682 -2.449  0.001
H 0.065 3.639 -4.216  0.000
H 2.876 2.593 -4.705  0.000
H 1.387 2.045 -5.468  0.000
H 2.458 0.868 -4.716  0.000
H -0.535 1.153 -2.479  -0.005
H 0.540 0.015 -3.296  0.000
H -0.464 1.121 -4.241  0.001
H 5.972 2.225 -3.181  0.000
H 7.504 1.906 -2.370  0.000
H 6.387 3.107 -1.708  0.000
H 5.358 -0.257 -3.053  0.000
H 5.424 -1.100 -1.503  0.000
H 6.916 -0.563 -2.288  0.000
H 6.592 1.850 0.517  0.000
H 7.624 0.660 -0.270  0.000
H 6.188 0.123 0.594  0.000
H 1.738 -0.380 3.103  -0.002
H 2.321 -0.146 1.460  0.003
H 1.562 -2.603 3.166  0.000
H -0.837 -4.728 0.368  0.000
H -3.006 -1.122 -0.618  -0.004
H -3.243 -1.728 -2.248  0.001
H -1.865 -0.692 -1.901  0.004
H -3.266 -3.686 -0.015  0.000
H -2.278 -4.864 -0.897  0.000
H -3.434 -3.871 -1.760  0.000
H -0.095 -2.347 -2.627  0.000
H -1.468 -3.237 -3.297  0.000
H -0.297 -4.066 -2.261  0.000
H 2.271 -5.700 1.137  0.000
H 0.691 -6.342 0.679  0.000
H 1.584 -7.077 2.009  0.000
H 2.583 -4.620 3.447  0.000
H 1.775 -5.995 4.193  0.000
H 1.177 -4.369 4.499  0.000
H -1.344 -5.938 2.192  0.000
H -1.119 -5.139 3.755  0.000
H -0.462 -6.753 3.482  0.000
F -6.992 3.173 -1.019  0.000
C -7.213 1.864 -1.011  0.000
F -8.149 1.578 -0.114  0.000
F -7.612 1.474 -2.212  0.000
S -5.670 0.975 -0.541  -0.001
O -5.322 1.496 0.766  0.000
O -5.947 -0.416 -0.675  0.000
N -4.651 1.476 -1.650  0.001
S -3.507 2.467 -1.316  0.001
O -2.266 1.762 -0.909  0.027
O -3.795 3.644 -0.554  0.000
C -3.124 3.036 -3.028  0.000
F -4.221 3.536 -3.566  0.000
F -2.203 3.991 -2.934  0.000
F -2.665 2.044 -3.772  0.000
N -4.126 -0.356 2.489  0.007
C -2.831 -0.668 2.409  0.005
N -2.402 -1.803 2.976  0.007
O -1.993 0.135 1.902  -0.026
H -4.783 -1.052 2.799  0.000
H -4.488 0.376 1.880  -0.002
H -3.059 -2.499 3.283  0.000
H -1.451 -2.098 2.799  0.001

=====

(3)
Entry from OMol25: a 2-piece molecular cluster, C5H10NO4P overall in a non-equilibrium geometry (ωB97M-V/def2-TZVPD).

Output
Net charge ... -2
E ... -893.57135 hartree
E_LUMO ... 0.2120 Ha
Energy above the lowest of the compared OMol25 structures with the same formula, charge and spin ... 60.0 kcal/mol
E_HOMO ... 0.0071 Ha
HOMO-LUMO gap ... 5.57 eV

Last column: Löwdin charge in e.
Positions of all 21 atoms, in Å:
C 1.292 0.244 0.239  -0.305
C 0.578 -2.230 -1.362  -0.219
C 1.406 2.503 1.130  -0.094
C -0.763 1.449 0.716  -0.089
C -0.214 -1.650 -0.242  -0.142
N 0.671 1.347 0.654  -0.216
O -2.309 -2.771 -1.121  -0.462
O -2.726 -0.915 0.597  -0.477
O 2.516 0.105 0.160  -0.093
O -2.051 -0.305 -1.801  -0.460
P -2.020 -1.329 -0.682  -0.016
H 0.444 -3.319 -1.427  0.059
H 0.216 -1.788 -2.291  0.058
H 1.647 -2.025 -1.239  0.039
H 2.467 2.313 0.974  0.059
H 1.112 3.410 0.583  0.070
H 1.220 2.673 2.201  0.071
H -1.095 2.347 0.183  0.080
H -1.223 0.572 0.254  0.007
H -1.100 1.518 1.757  0.080
H -0.068 -2.148 0.718  0.051

=====

(4)
Entry from OMol25: C4H8N2O as an isolated structure (ωB97M-V/def2-TZVPD).

Output
Net charge ... 0
E ... -341.93838 hartree
E_LUMO ... 0.0344 Ha
Energy above the lowest of the compared OMol25 structures with the same formula, charge and spin ... 41.0 kcal/mol
E_HOMO ... -0.3577 Ha
HOMO-LUMO gap ... 10.67 eV

Last column: Löwdin charge in e.
Positions of all 15 atoms, in Å:
C 1.758 0.035 0.474  -0.034
C 0.800 -0.315 -0.644  -0.280
O 0.131 -1.585 -0.338  0.026
C -1.027 -0.917 -0.031  -0.437
N -2.028 -1.250 0.649  0.170
C -0.586 0.388 -0.643  -0.275
N -0.787 1.611 0.077  0.069
H 1.189 0.387 1.340  0.080
H 2.453 0.827 0.183  0.083
H 2.345 -0.837 0.786  0.086
H 1.235 -0.319 -1.643  0.137
H -1.924 -2.201 1.002  0.063
H -0.959 0.449 -1.674  0.155
H -1.298 2.291 -0.472  0.076
H -1.302 1.436 0.933  0.080

=====

(5)
Entry from OMol25: one molecule with the formula C16H15ClN2O3 in a non-equilibrium geometry (ωB97M-V/def2-TZVPD).

Output
Net charge ... 0
SMILES ... O=C(c1ccc(Cl)cc1)N1CCN(C(=O)c2ccco2)CC1
E ... -1414.13655 hartree
E_LUMO ... 0.0242 Ha
Energy above the lowest of the compared OMol25 structures with the same formula, charge and spin ... 32.6 kcal/mol
E_HOMO ... -0.3248 Ha
HOMO-LUMO gap ... 9.50 eV

Last column: Löwdin charge in e.
Positions of all 37 atoms, in Å:
O 0.411 0.799 -2.223  0.069
C -0.126 1.157 -1.191  -0.416
C -1.416 0.558 -0.734  -0.154
C -1.466 -0.804 -0.464  0.002
C -2.656 -1.398 -0.088  -0.084
C -3.804 -0.626 -0.005  -0.671
Cl -5.297 -1.362 0.457  0.678
C -3.774 0.731 -0.291  -0.096
C -2.577 1.321 -0.651  -0.028
N 0.390 2.152 -0.420  -0.049
C 0.037 2.363 0.966  -0.099
C 1.230 1.932 1.859  -0.093
N 2.109 1.086 1.084  -0.047
C 1.975 -0.263 1.194  -0.379
O 1.290 -0.767 2.064  0.088
C 2.726 -1.109 0.228  -0.192
C 2.653 -1.233 -1.136  -0.017
C 3.478 -2.331 -1.472  -0.046
C 3.985 -2.793 -0.295  -0.109
O 3.528 -2.070 0.735  0.074
C 2.771 1.804 0.022  -0.098
C 1.714 2.640 -0.746  -0.095
H -0.566 -1.395 -0.536  0.121
H -2.695 -2.452 0.137  0.109
H -4.678 1.316 -0.231  0.106
H -2.544 2.376 -0.880  0.124
H -0.194 3.422 1.124  0.126
H -0.846 1.771 1.204  0.119
H 0.882 1.362 2.721  0.123
H 1.799 2.800 2.202  0.127
H 2.067 -0.643 -1.812  0.095
H 3.662 -2.718 -2.453  0.103
H 4.659 -3.595 -0.070  0.122
H 3.267 1.096 -0.640  0.112
H 3.528 2.466 0.460  0.126
H 1.767 3.694 -0.463  0.125
H 1.853 2.546 -1.823  0.124

=====

(6)
Entry from OMol25: an isolated ion of composition H2NO2S and charge -1 in a non-equilibrium geometry (ωB97M-V/def2-TZVPD).

Output
Net charge ... -1
E ... -604.48160 hartree
E_LUMO (alpha / beta) ... 0.1444 / 0.1444 Ha
Energy above the lowest of the compared OMol25 structures with the same formula, charge and spin ... 107.8 kcal/mol
E_HOMO (alpha / beta) ... -0.0626 / -0.0627 Ha
HOMO-LUMO gap (alpha / beta) ... 5.63 / 5.63 eV

Last column: Löwdin charge in e.
Positions of all 6 atoms, in Å:
N 1.560 0.545 -0.293  -0.231
O 0.672 -0.350 0.197  -0.711
O -1.470 1.140 0.305  -0.667
S -1.138 -0.245 -0.059  0.713
H 1.829 0.083 -1.227  -0.059
H -1.453 -1.172 1.077  -0.045

=====

Repeat the sixth record exactly.
Entry from OMol25: an isolated ion of composition H2NO2S and charge -1 in a non-equilibrium geometry (ωB97M-V/def2-TZVPD).

Output
Net charge ... -1
E ... -604.48160 hartree
E_LUMO (alpha / beta) ... 0.1444 / 0.1444 Ha
Energy above the lowest of the compared OMol25 structures with the same formula, charge and spin ... 107.8 kcal/mol
E_HOMO (alpha / beta) ... -0.0626 / -0.0627 Ha
HOMO-LUMO gap (alpha / beta) ... 5.63 / 5.63 eV

Last column: Löwdin charge in e.
Positions of all 6 atoms, in Å:
N 1.560 0.545 -0.293  -0.231
O 0.672 -0.350 0.197  -0.711
O -1.470 1.140 0.305  -0.667
S -1.138 -0.245 -0.059  0.713
H 1.829 0.083 -1.227  -0.059
H -1.453 -1.172 1.077  -0.045

=====

Which value of E does entry 1 give?
-3054.12532 hartree